ORCA calculation (ωB97M-V/def2-TZVPD) on C29H15CoF5N16SSe as an isolated structure.

The calculation puts the energy relative to the best compared isomer or geometry (same formula, charge and spin) at 121.1 kJ/mol. The expectation value of S² is 1.245. As for the spin multiplicity: 2. The charge is 0. The value obtained for the calculated total energy is -6671.89348 Eh. The LUMO energy (spin up / spin down) is -1.4 / -1.4 eV. Its HOMO-LUMO gap (spin up / spin down) is 4.7 / 4.6 eV.

CARTESIAN COORDINATES (ANGSTROEM)
Se  -2.417  -2.223  0.083
Co  0.184  0.731  -0.261
S  2.261  3.497  6.331
F  -3.259  -6.604  -2.636
F  -0.115  -6.862  0.856
F  -0.523  -4.259  1.433
F  -1.465  -8.049  -1.180
F  -3.679  -4.006  -2.078
N  -3.642  1.652  1.651
N  -1.981  2.762  0.713
N  1.587  0.781  -4.350
N  -3.975  3.912  1.129
N  -1.553  0.568  -4.031
N  4.374  -3.352  -0.644
N  2.355  -2.293  -4.574
N  -1.165  0.934  -1.904
N  0.597  -1.022  -0.886
N  2.237  4.192  4.871
N  -3.191  2.793  1.186
N  1.554  1.294  -2.213
N  1.844  1.991  5.916
N  1.113  2.430  0.496
N  -1.593  1.517  0.871
N  0.731  0.049  1.620
C  -1.214  -4.813  0.421
C  1.754  4.727  0.570
C  0.540  -1.163  2.112
C  1.278  0.845  3.813
C  -2.609  0.850  1.436
C  0.671  -1.443  3.473
C  1.733  3.450  2.583
C  1.317  2.346  1.826
C  1.901  3.258  4.004
C  1.478  -1.607  -1.366
C  -0.992  -6.147  0.137
C  2.850  1.282  -2.645
C  1.032  -0.431  4.332
C  -2.118  -4.035  -0.303
C  0.814  0.986  -3.256
C  1.105  1.051  2.440
C  -2.588  -6.018  -1.635
C  -1.680  -6.758  -0.897
C  2.889  0.961  -3.971
C  1.315  3.592  -0.103
C  -2.500  0.697  -2.069
C  2.471  -2.307  -2.013
C  2.433  -2.338  -3.422
C  -0.613  0.844  -3.101
C  1.671  1.982  4.608
C  -2.760  0.468  -3.385
C  1.972  4.659  1.930
C  -2.796  -4.685  -1.336
C  3.521  -2.895  -1.272
H  -1.405  0.411  -5.012
H  -3.192  0.679  -1.247
H  -4.762  3.807  1.751
H  3.709  0.835  -4.654
H  1.134  3.614  -1.170
H  0.473  -2.442  3.832
H  3.672  1.489  -1.981
H  0.252  -1.938  1.409
H  1.121  -0.594  5.398
H  1.296  0.426  -5.244
H  -3.675  0.225  -3.893
H  1.931  5.646  0.030
H  2.324  5.511  2.496
H  -3.434  4.746  1.298
H  -2.598  -0.205  1.675